# 1
{"formula": "C4H9BFO2", "method": "the ωB97M-V functional and the def2-TZVPD basis", "e_tot_ha": -433.00724, "total_charge": -1, "species": ["F", "O", "O", "C", "C", "C", "C", "B", "H", "H", "H", "H", "H", "H", "H", "H", "H"], "positions_angstrom": [[-1.832571, 0.943116, -1.699793], [0.802638, 1.228727, 0.503863], [0.872862, -1.248892, 0.810667], [-1.067704, -0.354793, -1.647360], [0.556244, -0.030888, -1.589105], [-0.083502, 1.020565, 1.678031], [-0.053727, -0.620131, 1.778512], [1.201912, -0.093380, -0.078223], [-1.238769, -0.890212, -2.700258], [1.101970, -0.804837, -2.284384], [2.359555, -0.031332, -0.282617], [-1.437512, -1.070543, -0.790017], [0.669784, 1.088445, -1.966736], [-1.227787, 1.280654, 1.541999], [0.112281, -1.143366, 2.812721], [-1.118441, -0.943296, 1.378849], [0.382766, 1.670164, 2.533850]], "forces_ev_per_a": [[0.98, -2.51, 0.38], [-2.16, -0.18, 2.79], [-1.39, 2.63, 1.51], [1.31, -0.20, -1.69], [-1.76, -0.32, -0.93], [1.33, -0.85, -0.99], [-1.36, -1.55, -0.33], [-0.09, 0.72, -1.22], [-0.24, 1.22, 2.26], [-1.12, 1.50, 0.86], [1.53, -0.18, 0.01], [0.48, 1.88, -1.51], [-0.10, -2.45, 0.46], [2.25, -0.06, -0.02], [-0.27, 1.29, -1.63], [1.63, 0.55, 1.19], [-1.01, -1.49, -1.13]], "mulliken_charge": [-0.360, -0.577, -0.529, -0.076, -0.506, -0.245, -0.334, 0.590, 0.204, 0.169, -0.307, 0.125, 0.139, 0.160, 0.241, 0.089, 0.215]}

***

# 2
{"formula": "C4H11N3", "method": "the ωB97M-V functional and the def2-TZVPD basis", "e_above_lowest_kcal_mol": 138.2, "total_charge": 0, "species": ["N", "N", "N", "C", "C", "C", "C", "H", "H", "H", "H", "H", "H", "H", "H", "H", "H", "H"], "positions_angstrom": [[1.313656, -0.284223, 0.915808], [2.077638, -1.210435, 0.280897], [1.358600, 0.864549, 0.342495], [2.041900, 1.444497, -0.678739], [-1.786825, -0.444119, 0.699247], [-1.289698, -1.071175, -0.577198], [-2.456868, 0.659344, 0.750457], [1.577335, 2.348431, -0.773091], [-2.195314, -1.274460, -1.287376], [-2.684235, 1.252813, -0.135703], [-1.435100, -0.958628, 1.565286], [-2.582857, 1.335993, 1.571647], [-0.941803, -2.046848, -0.508691], [-0.579673, -0.407821, -0.985746], [0.960101, 1.602866, 1.003598], [2.427425, 1.037563, -1.637006], [1.515986, -1.934069, -0.057318], [2.679734, -0.914275, -0.488568]], "forces_ev_per_a": [[-0.19, 0.95, -0.09], [1.61, 0.12, -0.45], [0.39, 1.10, 1.48], [-0.07, -1.81, -0.22], [1.14, -1.98, -0.35], [-3.91, 0.42, -1.06], [-0.43, 2.94, -0.72], [-0.45, 2.69, -0.58], [1.54, 0.99, 0.84], [-0.11, -0.61, -0.42], [0.00, 0.00, 0.83], [-0.31, -0.58, 1.09], [1.18, -1.65, 0.72], [0.81, 0.50, -0.99], [0.33, -1.48, -1.37], [-0.30, -0.54, 1.32], [-1.01, -1.55, -0.32], [-0.23, 0.49, 0.28]], "mulliken_charge": [-0.461, -0.464, 0.195, -0.531, 0.054, -1.061, -0.742, 0.260, 0.314, 0.246, 0.317, 0.321, 0.323, 0.215, 0.261, 0.265, 0.261, 0.229]}

***

# 3
{"formula": "C5H9N2O3S2", "method": "the ωB97M-V functional and the def2-TZVPD basis", "e_above_lowest_kcal_mol": 89.8, "total_charge": -1, "species": ["S", "S", "O", "O", "O", "N", "N", "C", "C", "C", "C", "C", "H", "H", "H", "H", "H", "H", "H", "H", "H"], "positions_angstrom": [[-3.710442, -1.588122, -0.667050], [-3.548450, 1.401438, 0.352876], [-2.771504, 1.710343, 1.589759], [0.648509, -0.169919, -1.599874], [-3.129478, 2.188230, -0.823390], [0.014377, -0.340347, 1.188462], [-1.116207, -0.728631, 1.732549], [-0.224694, 0.819566, -1.108726], [0.433110, -1.463866, -1.065200], [-2.944621, -0.288768, -0.105101], [0.129581, 0.962935, 0.417597], [0.819906, -1.259632, 0.449869], [0.674012, -2.182359, 1.012803], [-1.234033, 0.206102, -1.117169], [-0.686295, 1.570530, 0.867939], [1.091481, -2.227606, -1.499164], [1.229140, 1.238724, 0.518100], [1.835132, -0.933975, 0.474958], [-1.856996, 0.003829, 1.816512], [-0.587825, -1.904063, -1.179601], [-0.208143, 1.656833, -1.715915]], "forces_ev_per_a": [[0.43, 1.19, 0.46], [-1.08, 0.49, 0.39], [-0.02, -0.24, -0.30], [1.27, -0.89, -2.43], [0.36, -0.05, -0.14], [0.39, 2.94, -2.26], [-1.07, -1.12, 0.15], [-1.82, -5.05, 3.32], [-0.05, 0.56, 2.06], [-0.49, -1.55, -0.51], [-0.90, 0.54, 0.33], [-1.41, -2.94, 0.18], [0.47, -0.47, -0.19], [1.23, 2.23, -0.11], [1.23, 0.44, -0.07], [0.29, 0.64, -0.17], [-1.50, 0.35, 0.04], [0.83, 0.21, 0.05], [1.51, 0.11, 0.01], [0.28, 0.91, 0.08], [0.05, 1.70, -0.91]], "mulliken_charge": [-0.343, 0.589, -0.701, -0.521, -0.585, 0.723, -1.091, -0.070, -0.202, -0.010, -0.587, -0.791, 0.388, -0.031, 0.304, 0.358, 0.292, 0.348, 0.394, 0.140, 0.395]}

***

# 4
{"formula": "C25H38N5O8PmS", "method": "the ωB97M-V functional and the def2-TZVPD basis", "spin_multiplicity": 5, "e_above_lowest_kcal_mol": 27.4, "total_charge": -2, "species": ["Pm", "S", "O", "O", "O", "O", "O", "O", "O", "O", "N", "N", "N", "N", "N", "C", "C", "C", "C", "C", "C", "C", "C", "C", "C", "C", "C", "C", "C", "C", "C", "C", "C", "C", "C", "C", "C", "C", "C", "C", "H", "H", "H", "H", "H", "H", "H", "H", "H", "H", "H", "H", "H", "H", "H", "H", "H", "H", "H", "H", "H", "H", "H", "H", "H", "H", "H", "H", "H", "H", "H", "H", "H", "H", "H", "H", "H", "H"], "positions_angstrom": [[0.030029, 0.422376, 0.182274], [-1.818971, -2.930024, -0.572126], [2.145829, 0.427776, -1.129526], [-1.990271, 0.339776, -0.693426], [-0.464771, -3.016824, 3.026374], [-0.937971, -1.501324, 1.445474], [-2.126271, -3.558824, -1.894026], [4.012929, -0.592724, -1.808026], [-1.930471, 1.187476, 1.270974], [-3.551671, 1.624576, -0.041626], [-2.492271, 1.054576, 0.190874], [1.490629, -1.563624, 0.464374], [-0.255671, -0.333624, -2.875226], [-0.258071, 2.510476, -1.742226], [0.685729, 2.241376, 1.384074], [1.022629, 3.193276, -1.560526], [2.722729, -1.603524, -0.087826], [3.665629, -2.548524, 0.257674], [-0.170671, -2.320724, 2.046574], [2.784929, 4.000576, 4.519474], [-1.582671, -0.644424, -3.388526], [0.600829, -1.479524, -3.151926], [1.203229, -2.473024, 1.424174], [-2.597271, -5.525624, 0.093774], [3.173029, 2.763976, 4.010974], [3.005829, -0.503324, -1.094826], [-1.685071, -4.409424, 0.548574], [1.315029, 2.758276, 2.393174], [-1.323571, 3.410676, -1.314826], [1.646229, 4.597876, 3.991274], [3.347529, -3.524324, 1.204174], [0.281329, 0.857176, -3.526126], [-0.324971, 4.669976, 2.441974], [2.479629, 2.147076, 3.002474], [-3.470971, -2.392924, 0.073174], [2.091429, -3.462224, 1.803974], [-4.307671, -1.849324, -1.061826], [-0.454271, 2.143676, -3.141626], [2.867929, 0.795076, 2.482574], [0.922529, 4.023276, 2.977274], [-2.293671, 0.122076, -3.095426], [1.137929, 3.422676, -0.496926], [-1.900171, -4.063524, 1.555974], [-1.080071, 3.896876, 2.290774], [-3.215771, -1.647424, 0.818074], [-0.133371, 5.145176, 1.475274], [1.839729, 2.533976, -1.844126], [-0.099971, 2.958876, -3.803226], [4.047829, 2.274776, 4.435074], [1.315329, 5.550576, 4.401574], [-4.227971, -2.528224, -1.910226], [4.060429, -4.295024, 1.471074], [-0.713071, 5.431676, 3.122174], [-5.353071, -1.755224, -0.775126], [-2.409671, -6.437224, 0.659174], [1.066829, 4.121476, -2.160026], [-3.936071, -0.875724, -1.367426], [-1.911871, -1.592324, -2.971526], [-1.574471, -0.726324, -4.491726], [1.615229, -1.293224, -2.811726], [-3.645771, -5.260124, 0.216774], [3.691329, 0.367076, 3.052374], [0.243729, 0.739276, -4.633226], [-1.324671, 4.349876, -1.903026], [-2.296071, 2.936176, -1.434026], [3.160029, 0.862876, 1.429874], [1.778629, -4.168624, 2.562074], [1.998629, 0.122276, 2.547974], [-1.525971, 2.021476, -3.315726], [0.203529, -2.351724, -2.634326], [-2.428171, -5.716424, -0.964326], [4.627429, -2.520824, -0.231326], [-1.172771, 3.658676, -0.262326], [-0.639871, -4.711924, 0.496774], [0.638329, -1.701824, -4.233826], [3.348329, 4.474276, 5.316074], [-3.966371, -3.230624, 0.554474], [1.323529, 0.950776, -3.217426]], "forces_ev_per_a": [[3.77, 1.78, 0.74], [-0.85, -0.94, 0.19], [-0.06, -0.51, 0.28], [-0.74, -1.14, -1.72], [0.38, 0.06, -0.28], [0.52, 0.19, 0.53], [0.03, -0.24, -0.76], [-0.02, -0.34, 0.29], [0.18, -0.08, 0.85], [-0.55, 0.10, -0.12], [-3.46, 1.43, 0.66], [1.37, -1.48, 0.70], [0.02, -0.06, -0.25], [0.08, 0.22, -0.09], [-0.76, -1.92, -1.35], [0.29, 0.16, 0.06], [-0.92, 0.30, 0.31], [0.16, -0.69, 0.25], [-0.68, -0.12, 0.56], [0.35, 0.16, 0.37], [-0.11, 0.10, 0.10], [0.11, -0.01, 0.03], [0.17, 0.73, -0.76], [0.00, 0.09, -0.25], [0.16, 0.03, 0.20], [0.27, 0.70, -0.61], [0.03, 0.51, -0.04], [0.36, 0.53, 0.32], [-0.08, 0.21, 0.06], [-0.04, 0.22, 0.13], [-0.46, 0.67, -0.24], [0.06, 0.28, 0.03], [0.20, -0.12, 0.09], [-0.10, -0.37, -0.13], [0.39, 0.27, 0.02], [0.31, -0.33, 0.05], [0.18, 0.02, -0.20], [0.10, -0.38, -0.10], [-0.13, 0.28, 0.05], [-0.24, 0.12, 0.02], [-0.07, 0.01, -0.02], [-0.01, -0.06, -0.09], [0.11, 0.00, 0.09], [-0.10, 0.02, -0.14], [-0.11, 0.07, 0.19], [-0.12, -0.02, -0.15], [0.01, 0.07, -0.02], [-0.11, -0.10, 0.08], [0.05, -0.07, -0.02], [-0.05, 0.06, 0.00], [-0.12, -0.03, -0.09], [-0.01, 0.03, 0.03], [0.04, 0.07, 0.08], [-0.07, 0.02, 0.10], [0.07, -0.03, 0.09], [-0.09, -0.04, -0.04], [-0.07, 0.11, -0.07], [-0.07, -0.04, -0.08], [0.04, -0.02, 0.02], [0.00, 0.05, -0.08], [-0.08, -0.04, 0.01], [0.12, -0.08, 0.10], [0.02, 0.02, 0.21], [0.08, -0.11, 0.03], [0.03, 0.02, -0.03], [-0.09, -0.12, -0.05], [-0.02, 0.08, 0.02], [0.16, -0.02, -0.04], [0.04, 0.04, -0.01], [-0.02, -0.08, -0.05], [-0.05, -0.09, -0.06], [0.02, 0.07, -0.08], [0.03, -0.03, 0.01], [0.08, 0.00, 0.06], [-0.03, -0.01, 0.01], [-0.01, 0.01, 0.02], [0.10, -0.16, 0.07], [0.01, -0.03, -0.12]], "mulliken_spin": [4.019, 0.002, -0.001, 0.003, 0.000, 0.002, 0.000, 0.001, -0.001, 0.002, -0.001, -0.004, 0.000, -0.002, -0.020, 0.002, 0.002, 0.000, 0.000, -0.004, 0.000, 0.001, 0.001, 0.000, 0.002, 0.000, 0.000, -0.001, 0.004, 0.002, 0.001, 0.001, 0.001, -0.007, -0.002, -0.001, 0.000, 0.000, 0.009, -0.005, 0.000, 0.001, 0.000, 0.000, 0.000, -0.001, -0.001, 0.000, 0.000, 0.000, 0.000, 0.000, 0.000, 0.000, 0.000, 0.000, 0.000, 0.000, 0.000, 0.000, 0.000, 0.000, 0.000, 0.000, 0.000, -0.004, 0.000, 0.000, 0.000, 0.000, 0.000, 0.000, -0.002, 0.000, 0.000, 0.000, 0.000, 0.000]}